Run a
This record from the Open Molecules 2025 dataset describes C3H4ClN in the gas phase. The level of theory is ωB97M-V with the def2-TZVPD basis set.

```
! wB97M-V def2-TZVPD RIJCOSX def2/J DEFGRID3
* xyz 0 1
C 0.615 -1.274 0.067
C -0.554 -0.817 -0.028
C -1.367 0.182 0.183
N 1.322 1.409 0.181
Cl 1.967 -0.009 -0.097
H 1.047 -2.176 0.128
H -2.015 0.289 1.062
H -1.896 0.617 -0.714
H 0.881 1.779 -0.782
*
```

HOMO-LUMO gap (spin up / spin down) = 9.3 / 9.3 eV
LUMO energy (spin up / spin down) = 0.384 / 0.383 eV



Run b
This record from the Open Molecules 2025 dataset describes 2 unconnected molecules or ions with the total composition C3H4ClN. The level of theory is ωB97M-V with the def2-TZVPD basis set.

```
! wB97M-V def2-TZVPD RIJCOSX def2/J DEFGRID3
* xyz 0 1
C -0.151 -1.341 0.056
C -1.353 -1.059 0.007
C 1.017 1.713 -0.016
N 0.996 -1.639 -0.014
Cl 2.156 0.432 0.135
H -1.953 -0.933 -0.862
H -1.984 -1.093 0.868
H 0.257 1.751 0.829
H 1.015 2.170 -1.002
*
```

HOMO-LUMO gap (spin up / spin down) = 8.7 / 7.3 eV
LUMO energy (spin up / spin down) = -0.161 / -1.100 eV



run b (0.0576 hartree below the next structure)



Run a
This record from the Open Molecules 2025 dataset describes a molecular structure, C18H27NO3. The level of theory is ωB97M-V with the def2-TZVPD basis set.

```
! wB97M-V def2-TZVPD RIJCOSX def2/J DEFGRID3
* xyz 0 1
C -2.167 -2.782 2.388
H -1.433 -2.078 2.839
O -2.286 -2.279 0.953
C -1.304 -2.285 0.112
C -0.017 -2.665 0.332
C 0.917 -2.422 -0.407
C 0.563 -2.057 -1.578
C -0.685 -1.672 -2.222
C -1.729 -1.830 -1.266
O -2.929 -1.683 -1.535
H -3.579 -1.582 -0.726
H -1.030 -1.285 -3.199
H 1.461 -1.981 -2.584
C 2.430 -2.459 -0.022
N 2.977 -1.362 0.390
C 3.711 -0.542 -0.068
O 4.166 -0.910 -1.279
C 4.211 0.661 0.656
C 3.622 2.101 0.081
C 2.000 2.052 0.625
H 1.829 1.458 1.353
H 1.589 3.130 0.834
C 1.135 1.518 -0.531
C -0.329 1.290 0.067
C -1.303 2.104 -0.788
C -2.622 1.825 -0.049
C -3.665 1.437 -1.208
H -4.658 1.681 -0.872
H -3.714 2.449 -1.756
H -3.386 0.696 -1.708
C -3.064 3.158 0.723
H -3.045 3.911 0.022
H -4.059 3.005 1.176
H -2.417 3.043 1.591
H -2.799 0.860 0.620
H -1.118 2.878 -1.285
H -0.377 0.507 0.501
H 1.159 2.076 -1.196
H 1.515 0.475 -0.870
H 3.516 2.248 -0.838
H 4.093 2.759 0.794
H 5.172 0.911 0.598
H 4.029 0.519 1.679
H 2.564 -1.179 1.428
H 2.909 -2.721 -1.010
H 2.650 -3.422 0.658
H 0.298 -2.909 1.528
H -3.067 -2.967 2.813
H -1.733 -3.683 2.237
*
```

HOMO-LUMO gap = 7.9 eV
LUMO energy = 0.343 eV



Run b
This record from the Open Molecules 2025 dataset describes C18H27NO3 in the gas phase. The level of theory is ωB97M-V with the def2-TZVPD basis set.

```
! wB97M-V def2-TZVPD RIJCOSX def2/J DEFGRID3
* xyz 0 1
O -0.040 -2.325 2.200
O -6.242 0.483 -2.767
O 2.986 0.003 -0.360
C 0.025 -1.289 1.507
C -1.145 -0.918 0.602
C -1.179 0.005 -0.405
C -4.829 0.667 -0.761
C -3.892 0.158 -2.927
C -3.570 0.570 -0.229
C -2.674 -0.068 -2.368
C -5.001 0.467 -2.119
C -2.513 0.219 -1.001
N 1.097 -0.394 1.690
C 3.492 0.019 -1.710
C -6.220 3.040 -2.945
C 5.714 -0.558 1.591
C 4.804 -1.671 3.729
C -7.018 1.727 -2.673
C 4.755 -0.404 2.850
C 2.675 -1.257 0.174
C 3.380 0.018 2.391
C 2.414 -0.995 1.684
H -2.013 -1.232 1.059
H -0.264 0.292 -0.836
H -5.550 0.819 -0.044
H -4.024 -0.095 -3.962
H -3.472 0.864 0.841
H -1.719 -0.348 -2.786
H 1.193 0.364 1.120
H 4.288 -0.666 -1.781
H 2.676 -0.375 -2.322
H 3.868 0.987 -2.026
H -6.772 3.668 -3.625
H -5.990 3.566 -2.086
H -5.304 2.820 -3.509
H 6.656 -0.701 2.072
H 5.478 -1.331 0.909
H 6.031 0.404 1.125
H 5.762 -2.045 4.034
H 4.208 -2.466 3.287
H 4.377 -1.401 4.702
H -7.783 1.596 -3.404
H -7.628 1.924 -1.759
H 5.187 0.395 3.459
H 3.559 -1.880 0.116
H 1.753 -1.831 -0.131
H 3.380 0.959 1.872
H 2.682 0.216 3.262
H 2.400 -1.998 2.257
*
```

HOMO-LUMO gap = 9.0 eV
LUMO energy = 0.351 eV
SMILES = CCOc1ccc(/C=C/C(=O)N[C@@H](COC)CC(C)C)cc1



run b (0.4936 hartree below the next structure)



Run a
This record from the Open Molecules 2025 dataset describes a molecular structure, C21H14Co2O9. The level of theory is ωB97M-V with the def2-TZVPD basis set.

```
! wB97M-V def2-TZVPD RIJCOSX def2/J DEFGRID3
* xyz -2 1
C 2.390 -0.960 2.275
C 0.864 -1.022 2.225
C 0.292 0.411 2.360
O 0.900 1.266 3.051
C -0.688 0.914 1.289
C -1.478 -0.169 0.619
O -0.680 -1.333 0.244
C 0.455 -1.683 0.905
O 1.163 -2.533 0.393
H 2.821 -1.878 1.874
H 2.703 -0.124 1.633
H 2.722 -0.738 3.295
H -1.369 1.622 1.774
H -0.099 1.466 0.539
H -2.312 -0.504 1.246
H -1.888 0.187 -0.330
O -2.070 -3.159 2.174
C -1.008 -2.804 2.583
Co -0.539 -1.142 3.535
C 0.318 -3.662 2.713
O 0.468 -4.698 2.115
C -2.094 -0.454 3.636
O -3.127 0.057 3.806
C -0.569 -1.983 5.239
C -1.501 -2.894 5.890
C -2.887 -2.833 5.653
C -3.749 -3.655 6.372
C -3.242 -4.558 7.314
C -1.860 -4.647 7.525
C -0.991 -3.818 6.815
C 0.669 -2.070 4.554
C 1.295 -3.095 3.747
Co 0.573 -0.683 5.636
C -0.296 0.859 5.229
O -0.815 1.892 5.294
C 0.303 -0.733 7.348
O 0.093 -0.780 8.487
C 2.260 -0.264 5.598
O 3.364 0.061 5.723
H -3.278 -2.127 4.923
H -4.820 -3.578 6.184
H -3.923 -5.194 7.878
H -1.446 -5.356 8.242
H 0.090 -3.864 6.975
H 2.257 -2.828 3.315
H 1.545 -3.949 4.412
*
```

HOMO-LUMO gap = 5.4 eV
LUMO energy = 5.056 eV



Run b
This record from the Open Molecules 2025 dataset describes a molecular structure, C21H14Co2O9. The level of theory is ωB97M-V with the def2-TZVPD basis set.

```
! wB97M-V def2-TZVPD RIJCOSX def2/J DEFGRID3
* xyz -2 1
C -0.646 1.509 -3.057
C -0.454 0.116 -2.587
C -1.698 -0.702 -2.912
O -2.765 -0.137 -3.090
C -1.626 -2.214 -3.151
C -0.248 -2.672 -3.555
O 0.820 -1.969 -2.847
C 0.846 -0.590 -2.930
O 1.876 -0.013 -3.237
H 0.300 2.031 -3.187
H -1.203 1.530 -4.005
H -1.265 2.068 -2.343
H -1.972 -2.732 -2.231
H -2.320 -2.458 -3.962
H -0.082 -3.713 -3.280
H -0.129 -2.574 -4.648
O 2.740 -1.426 0.212
C 1.827 -0.752 -0.046
Co 0.404 0.268 -0.276
C 1.535 1.862 -0.969
O 2.045 2.225 -1.977
C -0.786 -1.060 -0.291
O -1.403 -2.030 -0.122
C 0.221 0.598 1.588
C 0.664 -0.196 2.749
C 0.594 -1.594 2.698
C 1.131 -2.358 3.721
C 1.713 -1.722 4.818
C 1.753 -0.321 4.895
C 1.199 0.441 3.877
C 0.403 1.820 1.002
C 1.444 2.585 0.315
Co -1.347 1.593 1.110
C -2.674 0.654 0.419
O -3.638 0.193 -0.023
C -2.034 2.203 2.607
O -2.510 2.660 3.559
C -1.495 2.952 0.028
O -1.623 3.887 -0.653
H 0.107 -2.090 1.869
H 1.100 -3.444 3.654
H 2.165 -2.321 5.616
H 2.210 0.179 5.745
H 1.218 1.522 3.907
H 1.181 3.643 0.154
H 2.422 2.549 0.835
*
```

HOMO-LUMO gap = 4.5 eV
LUMO energy = 5.051 eV



run a (0.0388 hartree below the next structure)



Run a
This record from the Open Molecules 2025 dataset describes 2 unconnected molecules or ions with the total composition H4S2. The level of theory is ωB97M-V with the def2-TZVPD basis set.

```
! wB97M-V def2-TZVPD RIJCOSX def2/J DEFGRID3
* xyz 0 1
S 0.481 -1.342 -0.649
H -0.398 -1.268 0.367
H 1.506 -1.594 0.186
S -0.258 1.807 0.418
H 0.198 0.801 -0.351
H -1.530 1.596 0.029
*
```

HOMO-LUMO gap = 10.1 eV
LUMO energy = 0.757 eV
SMILES = S.S



Run b
This record from the Open Molecules 2025 dataset describes 2 unconnected molecules or ions with the total composition H4S2. The level of theory is ωB97M-V with the def2-TZVPD basis set.

```
! wB97M-V def2-TZVPD RIJCOSX def2/J DEFGRID3
* xyz 0 1
H -0.735 0.790 1.295
H 0.839 0.192 0.320
H 0.058 -1.374 -0.096
H 0.161 -0.265 -1.685
S 0.469 1.295 0.987
S -0.792 -0.638 -0.821
*
```

HOMO-LUMO gap = 9.4 eV
LUMO energy = 0.671 eV
SMILES = S.S



run a (0.0265 hartree below the next structure)